[1]
{
  "formula": "C10H16Cl3F5O2SnTe",
  "method": "ωB97M-V/def2-TZVPD",
  "species": ["C", "C", "C", "C", "C", "C", "C", "C", "C", "C", "Sn", "Cl", "Cl", "Cl", "H", "H", "H", "H", "H", "H", "H", "H", "H", "H", "H", "H", "H", "H", "H", "O", "H", "F", "Te", "F", "F", "F", "F", "O"],
  "coordinates": [[0.7836, -2.1217, -1.0829], [-0.5487, -2.1932, -1.5713], [-1.3996, -2.3541, -0.4531], [-0.9541, -2.2135, -2.9926], [-0.5922, -2.4214, 0.7298], [0.7546, -2.2759, 0.3356], [1.9235, -2.3685, 1.2158], [1.9907, -1.9916, -1.9131], [-2.8508, -2.5188, -0.5265], [-1.0896, -2.7039, 2.0873], [-0.1701, 1.4795, -0.6849], [-2.5904, 0.8796, -1.9083], [0.7887, 1.6687, -2.8799], [-1.6422, 0.9028, 1.0918], [-0.0838, -2.1014, -3.6592], [-1.7079, -1.4259, -3.1544], [-1.4529, -3.1632, -3.2416], [-3.2202, -1.7231, -1.1829], [-3.2698, -2.3988, 0.4737], [-3.1184, -3.4984, -0.9448], [-1.9917, -2.0861, 2.2615], [-0.2969, -2.5350, 2.8359], [-1.3909, -3.7661, 2.1631], [1.6458, -2.0859, 2.2347], [2.7526, -1.7509, 0.8565], [2.3124, -3.3938, 1.2909], [1.7823, -1.3830, -2.8075], [2.3632, -2.9691, -2.2599], [2.8153, -1.5626, -1.3325], [1.4952, 0.8211, 0.2515], [1.3404, 0.9852, 1.2084], [2.1953, 4.2349, 1.2074], [0.3156, 4.3703, 1.4609], [0.4871, 2.6499, 2.3328], [-1.5511, 4.4028, 1.9072], [0.6570, 5.2477, 3.0843], [0.1337, 6.1473, 0.7059], [0.1298, 3.5031, -0.2003]],
  "atomic_forces_ev_per_a": [[-2.0, -0.1, -1.5], [1.7, 0.1, 0.7], [1.0, -0.2, -0.5], [-0.6, 0.1, -0.3], [2.6, 0.1, -0.6], [-2.6, -0.5, 1.5], [0.6, -0.1, 0.5], [0.6, 0.1, -0.4], [-0.3, 0.3, 0.1], [-0.4, -0.1, 0.3], [0.1, 1.7, 0.8], [1.0, 0.3, -0.2], [-0.1, -0.4, 0.3], [0.1, -0.3, 0.3], [-0.5, 0.1, 0.2], [0.4, 0.0, -0.3], [0.1, 0.0, -0.1], [-0.3, -0.1, 0.1], [-0.3, -0.1, -0.2], [-0.1, 0.1, 0.1], [0.5, -0.2, 0.4], [-0.6, 0.1, -0.1], [0.0, 0.3, 0.1], [0.2, 0.2, -0.1], [-0.2, 0.1, 0.2], [0.0, -0.1, -0.1], [0.3, -0.1, 0.4], [-0.2, 0.0, 0.0], [-0.2, 0.2, -0.2], [-0.7, -0.2, -0.1], [0.0, 0.1, -0.8], [1.5, 0.3, 0.0], [-0.4, -0.9, -1.3], [0.1, -0.5, 0.7], [-1.1, 0.0, 0.3], [0.5, 0.9, 2.1], [0.1, 0.9, -0.5], [-1.1, -2.1, -1.8]],
  "mulliken_charge": [0.583, 0.460, 0.995, -1.379, 0.449, 0.755, -1.870, -1.646, -1.559, -1.588, 1.329, -0.582, -0.494, -0.401, 0.370, 0.228, 0.310, 0.293, 0.367, 0.290, 0.308, 0.337, 0.261, 0.422, 0.390, 0.278, 0.349, 0.275, 0.331, -0.738, 0.283, -0.472, 1.922, -0.539, -0.481, -0.459, -0.487, -0.889],
  "total_energy_ha": -2903.515771,
  "orbital_gap_ev": [7.0284, 4.0493],
  "lumo_energy_ev": [4.72, 3.96],
  "total_charge": -2
}

***

[2]
{
  "formula": "C10H16Cl4OZr",
  "method": "ωB97M-V/def2-TZVPD",
  "species": ["C", "C", "C", "C", "C", "C", "C", "C", "C", "C", "Zr", "Cl", "Cl", "Cl", "H", "H", "H", "H", "H", "H", "H", "H", "H", "H", "H", "H", "H", "H", "H", "O", "H", "Cl"],
  "coordinates": [[1.3659, 0.3435, -0.0541], [0.4729, 1.0680, 0.7820], [-0.7198, 1.3049, 0.0701], [0.7502, 1.5436, 2.1628], [-0.5674, 0.7614, -1.2358], [0.7163, 0.1619, -1.3042], [1.2744, -0.5081, -2.4912], [2.7045, -0.1297, 0.3361], [-1.9238, 2.0009, 0.5937], [-1.5916, 0.7852, -2.3075], [-1.4918, -2.4814, 2.3734], [-2.1604, -0.7169, 3.4697], [0.8554, -2.2457, 2.5709], [-2.1503, -1.8065, 0.1039], [1.7015, 1.1310, 2.5104], [-0.0427, 1.2289, 2.8530], [0.8013, 2.6309, 2.1975], [-2.1330, 1.6959, 1.6230], [-2.7940, 1.7589, -0.0219], [-1.8065, 3.0859, 0.5950], [-2.5829, 0.5389, -1.9066], [-1.3309, 0.0646, -3.0770], [-1.6470, 1.7784, -2.7542], [0.4825, -1.0172, -3.0487], [1.9839, -1.2913, -2.1632], [1.7704, 0.2170, -3.1247], [2.6749, -0.5732, 1.3381], [3.4269, 0.7018, 0.3291], [3.0433, -0.9149, -0.3361], [1.0742, -2.8097, -1.2688], [-0.0807, -3.4623, -1.1794], [-2.0757, -4.8447, 2.3646]],
  "atomic_forces_ev_per_a": [[-1.5, 0.5, -0.8], [-0.2, -0.4, -0.4], [0.4, -0.2, -0.5], [0.0, -0.3, 0.0], [0.7, 0.0, 1.1], [-0.3, 0.7, 1.0], [0.4, -0.6, 0.1], [0.3, -0.1, 0.1], [0.1, -0.2, -0.1], [0.0, 0.0, 0.3], [2.4, -1.6, -5.2], [-1.4, 2.4, 2.2], [-0.9, -0.4, 0.2], [0.3, -0.7, 2.0], [0.0, 0.1, 0.2], [0.1, 0.1, 0.2], [0.1, 0.4, 0.2], [-0.2, 0.0, 0.2], [-0.1, 0.1, 0.1], [-0.1, 0.4, 0.1], [-0.1, 0.0, -0.2], [-0.1, -0.1, -0.2], [-0.2, 0.2, -0.4], [0.3, -0.1, -0.1], [-0.4, 0.4, -0.5], [0.3, 0.4, -0.6], [0.2, 0.1, 0.0], [0.3, -0.2, 0.1], [0.1, -0.1, -0.1], [-5.1, -3.8, 0.7], [5.0, 2.7, -0.3], [-0.2, 0.4, 0.5]],
  "mulliken_charge": [0.193, 0.636, 0.572, -1.307, 0.147, 0.752, -1.652, -1.571, -1.491, -1.479, 1.323, -0.383, -0.323, -0.298, 0.356, 0.173, 0.265, 0.249, 0.318, 0.234, 0.287, 0.400, 0.227, 0.375, 0.442, 0.224, 0.247, 0.200, 0.356, -0.957, 0.003, -0.520],
  "total_energy_ha": -2353.734305,
  "orbital_gap_ev": 3.1926,
  "lumo_energy_ev": 4.31,
  "total_charge": -2
}

***

[3]
{
  "formula": "C10H16HfN2O11P2",
  "method": "ωB97M-V/def2-TZVPD",
  "species": ["Hf", "N", "C", "C", "P", "O", "O", "O", "P", "O", "O", "O", "H", "H", "H", "H", "H", "H", "H", "H", "O", "C", "O", "C", "C", "C", "C", "C", "C", "N", "O", "O", "H", "H", "H", "H", "C", "O", "H", "H", "H", "H"],
  "coordinates": [[-0.0217, -0.8664, -0.3861], [-4.0543, -0.8883, 0.7155], [-3.1362, -2.0872, 0.4998], [-3.8993, -3.3864, 0.7181], [-1.6962, -1.8863, 1.6721], [-2.4420, -1.9408, 3.0426], [-1.1395, -0.4810, 1.3543], [-0.6376, -2.8687, 1.3450], [-2.4065, -1.8864, -1.2000], [-3.5426, -2.3695, -2.1361], [-1.0576, -2.5819, -1.2920], [-2.0186, -0.4112, -1.2501], [-4.2734, -0.7712, 1.7112], [-4.9433, -1.0080, 0.2189], [-3.6014, -0.0272, 0.3770], [-4.3082, -3.4344, 1.7277], [-3.2200, -4.2303, 0.5938], [-4.7072, -3.4958, -0.0060], [-1.9462, -2.1157, 3.8584], [-3.3620, -2.6263, -3.0551], [0.0831, 1.2908, -0.3368], [1.3167, 1.2529, -0.6581], [1.7048, 0.0909, -1.1128], [2.2251, 2.3676, -0.5089], [3.6076, 2.1777, -0.6156], [4.4580, 3.2550, -0.4590], [3.9357, 4.5218, -0.2207], [2.5644, 4.6824, -0.1275], [1.6896, 3.6292, -0.2557], [2.0081, 6.0322, 0.1276], [0.8097, 6.1037, 0.2934], [2.7941, 6.9469, 0.1789], [3.9998, 1.1913, -0.8214], [5.5278, 3.1203, -0.5284], [4.5763, 5.3857, -0.1092], [0.6250, 3.7909, -0.1657], [2.7369, -2.7018, -0.7786], [1.5495, -2.3251, 0.0026], [2.4216, -3.2029, -1.6902], [3.3461, -3.3582, -0.1654], [3.2690, -1.7857, -1.0018], [1.1650, -3.1027, 0.4438]],
  "atomic_forces_ev_per_a": [[0.0, 0.5, 0.2], [0.0, 0.0, 0.0], [0.0, 0.0, 0.0], [0.0, 0.0, 0.0], [0.0, -0.1, 0.1], [0.0, 0.0, 0.0], [0.0, -0.1, -0.1], [0.0, -0.1, 0.1], [-0.1, 0.1, -0.1], [0.0, -0.1, 0.0], [0.1, 0.0, 0.0], [0.0, 0.0, 0.0], [0.0, 0.0, 0.0], [0.0, 0.0, 0.0], [0.0, 0.0, 0.0], [0.0, 0.0, 0.0], [0.0, 0.0, 0.0], [0.0, 0.0, 0.0], [0.0, 0.0, 0.0], [0.0, 0.1, 0.0], [0.1, -0.3, 0.1], [0.0, 0.1, -0.4], [-0.1, -0.2, 0.2], [0.0, 0.0, 0.0], [0.0, 0.0, -0.1], [0.0, 0.0, 0.0], [0.0, 0.0, 0.0], [0.0, 0.0, 0.0], [0.0, 0.0, 0.1], [0.0, 0.0, 0.2], [0.0, 0.0, -0.1], [0.0, 0.0, -0.1], [0.0, 0.0, 0.0], [0.0, 0.0, 0.0], [0.0, 0.0, 0.0], [0.0, 0.0, 0.0], [0.1, 0.0, 0.0], [-0.1, -0.1, -0.2], [0.0, 0.0, 0.0], [0.0, 0.0, 0.0], [0.0, 0.0, 0.0], [0.0, 0.0, 0.1]],
  "mulliken_charge": [1.728, -0.233, 0.587, -1.562, 1.004, -0.536, -0.706, -0.638, 1.012, -0.487, -0.572, -0.739, 0.386, 0.384, 0.377, 0.440, 0.454, 0.420, 0.426, 0.430, -0.702, 1.172, -0.762, 0.164, -0.543, -0.715, -0.447, -0.156, -0.299, 1.032, -0.588, -0.574, 0.439, 0.441, 0.527, 0.655, -0.499, -0.491, 0.307, 0.316, 0.154, 0.392],
  "total_energy_ha": -2058.312367,
  "orbital_gap_ev": 8.5334,
  "lumo_energy_ev": -6.69,
  "total_charge": 2
}

***

- What is the formula in the second record?
  C10H16Cl4OZr